No. 1
Entry from the OMol25 dataset: a molecular structure, C18H18B2BaBrF4N4O4 (the ωB97M-V functional and the def2-TZVPD basis).

Last column: Mulliken charge in e.
Geometry (Å):
Ba: 0.003 -1.526 -1.139  1.98
C: -2.077 0.825 3.639  -1.52
C: -1.592 0.256 2.330  0.75
N: -0.513 0.842 1.968  -0.91
O: 0.055 0.354 0.732  -0.18
B: 0.000 1.388 -0.204  0.60
F: 2.331 0.122 -1.063  -0.18
F: 0.588 2.551 -0.076  -0.13
O: -0.690 0.986 -1.317  -0.03
N: -0.496 1.564 -2.604  -0.77
C: -1.366 1.117 -3.433  0.76
C: -1.237 1.671 -4.820  -1.37
C: -2.484 0.145 -3.194  0.18
N: -2.263 -0.850 -2.418  0.17
O: -3.266 -1.747 -2.335  -0.28
B: -3.078 -2.752 -1.248  0.28
F: -4.060 -3.668 -1.343  -0.32
F: -1.757 -3.354 -1.408  -0.44
O: -3.153 -2.155 0.114  -0.20
N: -2.178 -1.321 0.550  0.43
C: -2.462 -0.790 1.691  0.48
C: -3.735 -1.137 2.410  -1.62
C: -3.759 0.292 -3.964  -1.36
H: -1.437 1.654 3.926  0.40
H: -2.041 0.066 4.421  0.33
H: -3.106 1.172 3.555  0.36
H: -0.294 2.202 -4.921  0.40
H: -2.051 2.367 -5.025  0.32
H: -1.294 0.872 -5.559  0.35
H: -4.095 -2.106 2.086  0.44
H: -4.510 -0.402 2.182  0.33
H: -3.592 -1.145 3.487  0.45
H: -3.889 1.297 -4.353  0.41
H: -4.597 0.039 -3.318  0.41
H: -3.780 -0.416 -4.796  0.31
Br: 2.997 -2.737 -0.455  -0.33
C: 3.580 -1.625 0.993  0.33
C: 3.998 -2.302 2.100  -0.55
C: 4.646 -1.618 3.147  -0.79
C: 4.913 -0.288 3.018  -0.83
C: 4.484 0.435 1.879  0.97
C: 4.799 1.814 1.754  -0.96
C: 4.390 2.536 0.675  -0.60
C: 3.578 1.925 -0.304  -0.57
C: 3.268 0.616 -0.174  0.41
C: 3.744 -0.222 0.860  0.51
H: 3.867 -3.374 2.154  0.45
H: 4.966 -2.169 4.021  0.41
H: 5.460 0.242 3.786  0.40
H: 5.379 2.279 2.540  0.40
H: 4.643 3.582 0.577  0.42
H: 3.162 2.491 -1.126  0.51

Output
E_tot: -4265.41426 a.u.
molar mass: 669.214 g/mol
HOMO-LUMO gap: 8.52 eV
charge: +1
strongest force on any atom: 0.017 hartree/bohr
energy relative to the best compared isomer or geometry (same formula, charge and spin): 15.6 kJ/mol
HOMO energy: -11.5 eV

***

No. 2
Entry from the OMol25 dataset: a molecular structure, C18H18BF2N4O2PmSb at a distorted geometry (the ωB97M-V functional and the def2-TZVPD basis).

Last column: Mulliken charge in e.
Geometry (Å):
Pm: 0.207 0.604 -0.900  0.37
C: -1.894 2.960 1.023  -1.36
C: -1.808 1.733 1.876  0.91
C: -2.472 1.670 3.098  -0.78
C: -2.371 0.536 3.872  -0.52
C: -1.597 -0.520 3.411  -0.85
C: -0.959 -0.404 2.188  0.04
N: -1.070 0.704 1.428  0.33
Sb: 0.235 -2.077 1.590  0.96
C: 2.044 -0.920 1.231  0.29
C: 3.226 -1.540 1.587  -0.82
C: 4.427 -0.863 1.389  -0.47
C: 4.417 0.399 0.836  -0.82
C: 3.194 0.978 0.503  1.22
C: 3.101 2.304 -0.196  -1.71
N: 2.048 0.330 0.730  -0.04
C: -0.747 -2.373 -0.335  0.42
C: -0.915 -3.701 -0.677  -0.83
C: -1.594 -4.008 -1.854  -0.56
C: -2.089 -2.992 -2.640  -0.79
C: -1.893 -1.670 -2.247  1.06
C: -2.347 -0.513 -3.083  -1.50
N: -1.245 -1.388 -1.109  -0.01
H: -2.448 3.749 1.528  0.44
H: -0.901 3.350 0.792  0.28
H: -2.400 2.745 0.080  0.21
H: -3.058 2.519 3.422  0.42
H: -2.883 0.471 4.824  0.43
H: -1.492 -1.421 4.002  0.43
H: 3.223 -2.537 2.007  0.41
H: 5.365 -1.333 1.655  0.43
H: 5.335 0.938 0.650  0.47
H: 3.947 2.945 0.045  0.52
H: 3.104 2.159 -1.281  0.31
H: 2.193 2.842 0.080  0.31
H: -0.526 -4.490 -0.048  0.40
H: -1.730 -5.040 -2.150  0.43
H: -2.615 -3.203 -3.560  0.46
H: -3.146 -0.805 -3.761  0.50
H: -2.701 0.311 -2.464  0.28
H: -1.521 -0.137 -3.696  0.29
O: 1.563 -1.181 -1.604  -0.21
N: 1.347 -0.861 -2.797  0.12
O: 1.278 0.396 -2.928  -0.34
F: -1.542 3.232 -2.842  -0.19
B: -0.668 2.650 -2.034  0.30
F: 0.376 3.455 -1.643  -0.23

Output
multiplicity: 5
E_tot: -2139.23818 a.u.
molar mass: 637.936 g/mol
HOMO-LUMO gap (alpha / beta): 7.55 / 7.54 eV
charge: +1
strongest force on any atom: 0.040 hartree/bohr
HOMO energy (alpha / beta): -10.8 / -10.8 eV

***

No. 3
Entry from the OMol25 dataset: a molecular structure, C18H18BN9NiO2S2 at a distorted geometry (the ωB97M-V functional and the def2-TZVPD basis).

Last column: Mulliken charge in e.
Geometry (Å):
Ni: -0.343 -3.546 -0.243  -0.14
C: -0.303 -3.765 4.014  -1.01
C: -0.311 -4.514 2.832  -0.07
N: -0.262 -3.714 1.774  -0.93
N: -0.226 -2.449 2.244  0.57
C: -0.247 -2.455 3.587  -0.25
B: -0.055 -1.272 1.269  0.43
N: 1.228 -1.482 0.449  0.07
C: 2.292 -0.576 0.248  -0.60
C: 3.343 -1.445 -0.399  -0.65
C: 2.693 -2.464 -0.937  -0.56
N: 1.255 -2.345 -0.656  -0.16
N: -1.304 -1.115 0.367  0.74
C: -2.049 -0.023 0.129  -0.31
C: -3.040 -0.359 -0.770  -1.04
C: -2.824 -1.716 -1.033  -0.22
N: -1.776 -2.164 -0.352  -0.79
H: -0.332 -4.126 5.026  0.39
H: -0.355 -5.582 2.697  0.46
H: -0.215 -1.530 4.136  0.46
H: 0.086 -0.253 1.902  -0.25
H: 2.564 -0.004 1.127  0.76
H: 4.394 -1.217 -0.452  0.50
H: 3.013 -3.283 -1.557  0.47
H: -1.824 0.906 0.624  0.63
H: -3.812 0.278 -1.162  0.41
H: -3.369 -2.385 -1.678  0.51
N: -2.306 5.202 0.593  -0.51
C: -1.215 4.450 0.241  0.99
C: -0.650 3.550 1.159  -0.80
C: 0.464 2.817 0.820  -0.41
C: 1.035 2.966 -0.441  -0.18
C: 0.494 3.855 -1.356  -0.25
C: -0.623 4.593 -1.018  -0.75
S: 2.437 2.006 -0.859  1.34
O: 3.393 2.036 0.205  -0.74
O: 2.805 2.305 -2.210  -0.65
N: 1.833 0.442 -0.802  0.05
C: 1.058 -0.085 -1.807  0.47
S: 0.125 0.754 -3.002  0.01
C: -0.487 -0.775 -3.573  -0.37
C: -0.032 -1.810 -2.845  -0.68
N: 0.855 -1.413 -1.879  0.23
H: -2.842 4.922 1.395  0.21
H: -2.828 5.657 -0.135  0.20
H: -1.096 3.435 2.139  0.32
H: 0.888 2.120 1.531  0.38
H: 0.949 3.961 -2.331  0.54
H: -1.046 5.289 -1.732  0.32
H: -1.152 -0.812 -4.418  0.46
H: -0.279 -2.864 -2.863  0.43

Output
E_tot: -3669.39502 a.u.
molar mass: 526.042 g/mol
HOMO-LUMO gap (alpha / beta): 5.04 / 5.05 eV
charge: 0
strongest force on any atom: 0.046 hartree/bohr
HOMO energy (alpha / beta): -4.9 / -4.9 eV

***

No. 4
Entry from the OMol25 dataset: a molecular structure, C18H18CdFO6 at a distorted geometry (the ωB97M-V functional and the def2-TZVPD basis).

Last column: Mulliken charge in e.
Geometry (Å):
Cd: 0.044 2.910 -2.108  0.43
F: -0.567 1.259 -1.030  -0.59
C: 2.218 4.866 0.600  -0.43
C: 2.065 5.219 1.904  -0.59
C: 1.554 4.304 2.829  0.70
C: 1.328 2.978 2.421  -0.85
C: 1.540 2.582 1.107  0.06
C: 1.942 3.543 0.173  0.36
O: 2.024 3.230 -1.119  -0.56
O: 1.383 4.634 4.134  -0.54
H: 2.533 5.625 -0.101  0.40
H: 2.223 6.255 2.163  0.38
H: 0.850 2.310 3.122  0.37
H: 1.145 1.615 0.833  0.61
H: 2.873 3.538 -1.443  0.22
H: 1.403 3.858 4.699  0.31
C: 2.380 -2.108 -2.335  -0.54
C: 1.712 -1.235 -1.497  -0.02
C: 1.197 -1.709 -0.309  0.21
C: 1.491 -2.969 0.159  -0.69
C: 2.195 -3.824 -0.698  -0.40
C: 2.583 -3.386 -1.941  0.66
O: 3.250 -4.203 -2.798  -0.58
O: 0.611 -0.791 0.497  -0.46
H: 2.828 -1.797 -3.267  0.26
H: 1.567 -0.202 -1.780  0.29
H: 1.166 -3.256 1.148  0.45
H: 2.556 -4.815 -0.465  0.40
H: 3.294 -4.007 -3.736  0.30
H: 0.251 -0.079 -0.037  -0.14
C: -3.984 -1.242 1.259  -0.41
C: -4.748 -2.285 0.750  -0.47
C: -4.544 -2.801 -0.478  0.55
C: -3.498 -2.251 -1.322  -0.75
C: -2.782 -1.201 -0.784  -0.10
C: -3.031 -0.681 0.522  0.31
O: -2.315 0.391 0.949  -0.59
O: -5.243 -3.904 -0.865  -0.57
H: -4.144 -0.742 2.203  0.37
H: -5.607 -2.482 1.374  0.34
H: -3.420 -2.585 -2.346  0.39
H: -1.985 -0.723 -1.335  0.34
H: -1.632 0.664 0.332  0.25
H: -4.708 -4.507 -1.386  0.31

Output
multiplicity: 2
E_tot: -1415.68124 a.u.
molar mass: 461.746 g/mol
HOMO-LUMO gap (alpha / beta): 7.44 / 5.55 eV
charge: 0
strongest force on any atom: 0.079 hartree/bohr
HOMO energy (alpha / beta): -7.4 / -7.4 eV

***

No. 5
Entry from the OMol25 dataset: a molecular structure, C18H18Cl3IrNS5Se2 at a distorted geometry (the ωB97M-V functional and the def2-TZVPD basis).

Last column: Mulliken charge in e.
Geometry (Å):
Ir: 0.028 -2.747 -0.333  0.41
C: 2.866 -0.455 0.775  -0.24
Se: 2.187 -1.388 -0.804  0.08
C: 3.616 -2.844 -0.561  -0.71
C: 3.128 -4.157 -0.039  -0.71
Se: 1.398 -4.882 -0.845  0.03
C: 1.170 -6.028 0.802  -0.91
H: 3.963 -0.398 0.749  0.47
H: 2.480 -1.025 1.622  0.34
H: 2.388 0.543 0.669  -0.48
H: 4.394 -2.459 0.140  0.37
H: 4.021 -2.940 -1.568  0.44
H: 3.010 -4.135 1.041  0.39
H: 3.854 -5.003 -0.274  0.43
H: 2.079 -6.655 0.976  0.36
H: 0.296 -6.679 0.640  0.35
H: 0.904 -5.350 1.651  0.32
C: -0.610 -0.958 -0.002  -1.35
C: -1.250 0.054 0.243  1.12
C: -2.371 0.912 0.411  0.49
C: -3.737 0.519 0.077  -0.45
C: -4.680 1.483 -0.214  -0.46
C: -4.273 2.811 -0.194  -0.60
C: -3.065 3.223 0.412  -0.52
C: -2.147 2.240 0.827  -0.98
H: -3.942 -0.541 -0.011  0.45
H: -5.680 1.167 -0.523  0.40
H: -4.954 3.524 -0.651  0.40
H: -2.890 4.312 0.471  1.03
H: -1.265 2.459 1.402  0.75
C: 3.706 5.828 -1.192  -0.72
S: 3.268 5.703 0.534  0.07
C: 1.615 5.293 0.311  -0.02
C: 1.065 3.958 0.244  0.23
S: 1.291 2.731 1.376  -0.04
S: -0.234 3.845 -0.954  0.03
C: -0.761 5.488 -0.939  0.31
S: -2.162 6.076 -1.521  0.22
S: 0.418 6.520 -0.055  0.06
H: 4.770 6.100 -1.247  0.35
H: 3.082 6.637 -1.627  0.27
H: 3.600 4.874 -1.744  0.27
Cl: -4.962 -3.591 -0.652  -0.14
C: -3.732 -4.863 -0.080  0.59
Cl: -3.791 -6.241 -1.095  -0.05
Cl: -4.093 -5.194 1.846  -0.17
C: -2.519 -4.141 -0.083  0.05
N: -1.479 -3.628 -0.009  -0.54

Output
multiplicity: 6
E_tot: -9029.17326 a.u.
molar mass: 865.180 g/mol
HOMO-LUMO gap (alpha / beta): 2.11 / 3.95 eV
charge: +2
strongest force on any atom: 0.148 hartree/bohr
energy relative to the best compared isomer or geometry (same formula, charge and spin): 252.4 kJ/mol
HOMO energy (alpha / beta): -9.5 / -13.9 eV

***

No. 6
Entry from the OMol25 dataset: a molecular structure, C18H18Cl5MnN4S3 (the ωB97M-V functional and the def2-TZVPD basis).

Last column: Mulliken charge in e.
Geometry (Å):
Mn: 0.072 0.126 0.052  -0.60
C: -2.149 -2.247 1.219  -0.75
C: -2.841 -1.545 0.069  -0.82
S: -1.722 -0.944 -1.234  0.07
C: -0.993 -2.461 -1.939  -0.82
C: 0.126 -3.083 -1.120  -0.66
S: 1.315 -1.814 -0.531  0.18
C: 1.756 -2.420 1.127  -0.70
C: 0.576 -2.565 2.079  -0.92
S: -0.719 -1.280 1.864  0.33
H: -2.841 -2.345 2.057  0.58
H: -1.807 -3.243 0.951  0.41
H: -3.572 -2.204 -0.401  0.60
H: -3.364 -0.646 0.401  0.36
H: -1.807 -3.170 -2.095  0.54
H: -0.634 -2.148 -2.920  0.45
H: -0.235 -3.643 -0.262  0.26
H: 0.707 -3.762 -1.746  0.59
H: 2.276 -3.372 1.006  0.65
H: 2.468 -1.677 1.484  0.34
H: 0.079 -3.530 1.995  0.48
H: 0.928 -2.466 3.106  0.54
N: -1.788 3.731 -0.236  -0.05
C: -2.516 3.404 0.878  -0.93
C: -2.110 2.160 1.253  -0.60
N: -1.139 1.736 0.379  0.69
C: -0.973 2.710 -0.523  0.06
C: -0.091 2.425 -1.621  -0.03
N: 0.467 1.209 -1.634  0.70
C: 1.134 1.086 -2.826  -0.42
C: 0.992 2.246 -3.524  -0.87
N: 0.222 3.073 -2.748  -0.05
H: -1.877 4.605 -0.737  0.21
H: -3.249 4.063 1.313  0.43
H: -2.452 1.569 2.083  0.66
H: 1.671 0.199 -3.111  0.55
H: 1.369 2.533 -4.491  0.43
H: -0.033 4.017 -3.006  0.21
Cl: -0.046 1.560 3.257  -0.14
C: 1.500 1.454 2.509  1.24
C: 1.671 0.935 1.208  -1.03
C: 2.992 0.989 0.716  1.48
Cl: 3.425 0.267 -0.784  -0.10
C: 4.052 1.561 1.426  -0.36
Cl: 5.608 1.651 0.743  -0.11
C: 3.840 2.046 2.720  0.50
Cl: 5.117 2.708 3.609  -0.09
C: 2.556 1.969 3.269  -0.39
Cl: 2.293 2.535 4.853  -0.12

Output
multiplicity: 4
E_tot: -5561.28798 a.u.
molar mass: 618.774 g/mol
HOMO-LUMO gap (alpha / beta): 4.63 / 5.94 eV
charge: +3
strongest force on any atom: 0.014 hartree/bohr
HOMO energy (alpha / beta): -16.8 / -16.8 eV